# 1
# C32H73BrF4N8O15Sb

C32H73BrF4N8O15Sb as an isolated structure at a distorted geometry (ωB97M-V/def2-TZVPD, the OMol25 dataset).

Geometry as XYZ:
```
134
Properties=species:S:1:pos:R:3:mulliken_charge:R:1
C 1.386 11.688 -4.003 -0.672
O -0.003 11.480 -3.867 -0.373
C -0.564 10.542 -4.775 -0.608
C -1.361 9.493 -3.969 -0.705
C -0.579 8.943 -2.779 -0.922
C 0.548 7.997 -3.267 -0.272
C 0.050 6.557 -3.433 -0.925
C 1.239 5.589 -3.604 -0.442
C 1.567 4.977 -2.201 -0.664
C 1.675 3.440 -2.256 -0.192
C 1.499 2.874 -0.832 -1.209
C 2.231 1.522 -0.582 0.032
C 1.210 0.411 -0.262 -0.190
C 1.746 -0.662 0.699 -1.457
Sb 0.104 -1.803 1.641 0.750
C 1.293 -2.241 3.487 -1.581
C 0.524 -3.281 4.302 -0.275
C 1.302 -3.686 5.540 -0.766
Br 0.158 -4.693 6.790 -0.289
C -1.312 -1.469 -0.072 -1.536
C -2.643 -2.197 0.143 -0.534
C -2.561 -3.724 0.086 0.682
C -3.893 -4.306 -0.448 -1.034
N -4.981 -4.130 0.508 -0.553
C 0.699 -3.738 0.700 -1.394
C 2.209 -3.996 0.622 -0.947
C 2.626 -5.452 0.684 0.987
F 3.443 -5.758 -0.363 -0.326
F 3.334 -5.746 1.779 -0.328
F 1.633 -6.316 0.605 -0.288
C -0.636 0.063 2.655 0.152
C -1.409 -0.175 3.924 -0.942
F 0.511 0.838 3.037 -0.423
H 1.610 12.635 -4.502 0.272
H 1.803 11.761 -2.998 0.238
H 1.907 10.868 -4.496 0.308
H -1.262 11.076 -5.419 0.363
H 0.185 10.013 -5.362 0.408
H -2.295 9.962 -3.666 0.384
H -1.563 8.660 -4.645 0.277
H -1.255 8.398 -2.125 0.446
H -0.118 9.722 -2.176 0.398
H 0.926 8.348 -4.224 0.203
H 1.341 8.024 -2.521 0.378
H -0.604 6.491 -4.304 0.380
H -0.570 6.304 -2.578 0.380
H 2.104 6.071 -4.044 0.102
H 0.891 4.751 -4.204 0.477
H 2.476 5.388 -1.761 0.305
H 0.767 5.184 -1.495 0.410
H 2.600 3.121 -2.727 0.028
H 0.801 3.128 -2.828 0.286
H 1.921 3.616 -0.151 0.393
H 0.436 2.828 -0.607 0.474
H 2.729 1.290 -1.516 -0.281
H 2.958 1.677 0.210 0.526
H 0.887 -0.038 -1.201 0.170
H 0.335 0.879 0.186 -0.053
H 2.330 -0.145 1.459 0.497
H 2.452 -1.271 0.121 0.416
H -1.246 -2.670 2.430 -0.062
H 1.440 -1.367 4.123 0.689
H 2.274 -2.681 3.282 0.590
H -0.468 -2.937 4.580 0.426
H 0.368 -4.197 3.728 0.210
H 1.698 -2.822 6.059 0.484
H 2.134 -4.331 5.283 0.405
H -0.806 -1.778 -0.990 0.601
H -1.546 -0.411 -0.203 0.487
H -3.341 -1.845 -0.626 0.569
H -3.060 -1.849 1.090 0.002
H -2.395 -4.081 1.097 -0.258
H -1.779 -4.086 -0.580 0.169
H -4.139 -3.724 -1.337 0.398
H -3.713 -5.359 -0.675 0.400
H -4.647 -4.305 1.448 0.173
H -5.321 -3.179 0.445 0.298
H 0.138 -4.528 1.194 0.631
H 0.333 -3.715 -0.321 0.644
H 2.799 -3.431 1.342 0.212
H 2.536 -3.658 -0.356 0.320
H -1.199 0.715 1.986 0.538
H -1.687 0.794 4.348 -0.067
H -2.333 -0.724 3.765 0.267
H -0.801 -0.669 4.678 0.203
C -3.038 -5.525 4.676 -0.525
N -3.880 -5.263 3.481 1.124
O -4.824 -4.500 3.611 -0.654
O -3.566 -5.827 2.455 -0.565
H -3.436 -4.954 5.508 0.333
H -3.082 -6.586 4.876 0.310
H -2.023 -5.212 4.445 -0.110
C 6.575 0.505 -2.476 -0.825
N 5.222 1.093 -2.683 0.831
O 4.405 0.428 -3.293 -0.516
O 5.031 2.202 -2.223 -0.412
H 6.598 -0.477 -2.935 0.303
H 7.295 1.172 -2.942 0.290
H 6.741 0.439 -1.405 0.311
C -2.848 4.680 5.476 -0.750
N -2.757 3.216 5.211 0.784
O -2.448 2.868 4.090 -0.472
O -3.001 2.477 6.148 -0.507
H -2.607 5.210 4.562 0.326
H -3.864 4.891 5.794 0.276
H -2.136 4.914 6.262 0.284
C -5.574 -4.786 -4.769 -0.723
N -5.728 -3.473 -4.081 0.854
O -5.615 -3.463 -2.873 -0.509
O -5.954 -2.507 -4.788 -0.545
H -5.377 -5.545 -4.021 0.297
H -6.501 -4.988 -5.297 0.279
H -4.743 -4.695 -5.462 0.291
C 5.180 -7.924 -0.138 -0.735
N 6.143 -9.000 -0.510 0.877
O 7.053 -8.711 -1.265 -0.537
O 5.952 -10.102 -0.030 -0.533
H 5.474 -7.010 -0.635 0.331
H 4.194 -8.241 -0.459 0.289
H 5.219 -7.809 0.942 0.286
C -6.317 -7.413 6.365 -0.675
N -5.358 -8.439 5.863 0.911
O -4.596 -8.104 4.976 -0.542
O -5.407 -9.538 6.378 -0.542
H -6.157 -6.492 5.816 0.233
H -7.319 -7.797 6.199 0.286
H -6.122 -7.276 7.424 0.291
C 4.746 4.072 -5.571 -0.511
N 4.712 5.407 -4.910 0.927
O 4.672 5.425 -3.698 -0.470
O 4.724 6.384 -5.639 -0.582
H 4.728 3.308 -4.801 0.037
H 3.871 4.003 -6.210 0.290
H 5.661 4.020 -6.155 0.314
```

Molecular weight ... 1087.633 g/mol
Kohn-Sham gap ... 5.558 eV
Charge ... -1

---

# 2
# C32H74AsF5N9O5S2Si3TeTi

C32H74AsF5N9O5S2Si3TeTi as an isolated structure (ωB97M-V/def2-TZVPD, the OMol25 dataset).

Geometry as XYZ:
```
133
Properties=species:S:1:pos:R:3:mulliken_charge:R:1
Ti -0.779 0.911 1.333 0.637
C 2.007 1.576 -3.958 -1.364
C 1.892 2.959 -3.314 1.053
C 3.272 3.596 -3.188 -1.617
C 0.963 3.858 -4.125 -1.274
N 1.383 2.901 -1.909 -0.356
N 0.129 2.179 -1.797 0.939
H 2.396 1.677 -4.971 0.580
H 1.043 1.064 -4.035 0.193
H 2.694 0.947 -3.392 0.304
H 3.726 3.693 -4.173 0.410
H 3.934 2.982 -2.572 0.390
H 3.205 4.589 -2.745 0.337
H 1.360 3.979 -5.133 0.561
H 0.885 4.843 -3.668 0.216
H -0.046 3.444 -4.247 0.180
H 2.044 2.380 -1.336 -0.021
H 0.303 1.186 -1.566 -0.510
H -0.321 2.215 -2.712 0.301
F 0.150 0.025 2.720 -0.839
Te -0.649 -2.242 2.865 1.488
F -0.575 -1.753 4.648 -0.370
F -1.818 -3.591 3.467 -0.389
F 0.817 1.442 0.727 -0.321
F -2.115 -0.923 2.786 -0.564
O -1.324 -0.262 0.182 0.354
C -3.343 2.562 -3.067 -0.949
Si -2.978 3.822 -1.749 0.640
C -2.528 5.452 -2.514 -1.032
C -4.292 3.978 -0.427 -1.021
As -1.096 3.007 -0.454 0.315
Si -2.672 -1.001 -0.573 0.828
C -2.380 -0.927 -2.410 -1.265
C -4.151 -0.027 -0.017 -0.747
C -2.741 -2.757 0.023 -1.262
Si 0.077 4.935 0.457 0.366
C -1.406 5.646 1.349 -0.728
C 1.341 4.300 1.654 -1.115
C 0.779 6.062 -0.834 -0.866
H -4.195 2.931 -3.645 0.514
H -3.608 1.580 -2.682 0.076
H -2.514 2.453 -3.773 0.282
H -3.444 5.964 -2.820 0.438
H -1.919 5.319 -3.410 0.279
H -2.000 6.116 -1.830 0.219
H -5.261 3.695 -0.843 0.520
H -4.369 5.013 -0.090 0.383
H -4.105 3.343 0.440 0.102
H -1.707 -0.112 -2.687 0.148
H -3.314 -0.787 -2.956 0.587
H -1.941 -1.859 -2.766 0.506
H -4.183 0.979 -0.441 -0.087
H -4.158 0.052 1.073 0.209
H -5.072 -0.536 -0.312 0.557
H -1.796 -3.278 -0.150 0.297
H -3.505 -3.300 -0.539 0.493
H -3.030 -2.835 1.073 0.235
H -1.935 4.886 1.929 -0.009
H -2.114 6.141 0.684 0.285
H -1.044 6.399 2.054 0.476
H 1.824 5.149 2.143 0.513
H 0.894 3.682 2.435 0.229
H 2.119 3.721 1.156 0.252
H 0.165 6.140 -1.729 0.212
H 1.773 5.720 -1.117 0.121
H 0.872 7.065 -0.409 0.502
N -1.985 2.005 2.567 0.480
C -2.708 2.184 3.471 0.108
N -3.498 2.410 4.442 0.170
C -4.590 3.415 4.316 -0.550
C -4.468 4.442 5.432 -0.607
C -4.249 3.781 6.812 -0.607
C -4.330 2.256 6.743 -0.886
C -3.324 1.697 5.751 -0.533
H -5.534 2.873 4.364 0.358
H -4.513 3.874 3.332 0.276
H -5.382 5.037 5.423 0.396
H -3.649 5.124 5.202 0.224
H -4.984 4.147 7.525 0.332
H -3.271 4.063 7.205 0.315
H -5.337 1.928 6.481 0.364
H -4.106 1.820 7.716 0.398
H -3.464 0.630 5.581 0.352
H -2.304 1.876 6.092 0.427
C 3.126 -7.333 -3.809 -1.198
C 3.259 -5.950 -4.433 -0.512
S 3.728 -4.776 -3.191 1.266
O 2.636 -4.598 -2.247 -0.599
O 5.015 -5.119 -2.651 -0.690
C 3.906 -3.221 -4.069 -1.190
C 4.448 -2.175 -3.103 -0.950
N 3.486 -1.364 -2.323 0.607
C 2.127 -1.335 -2.242 0.530
N 1.709 -0.548 -1.255 0.315
C 2.827 0.000 -0.702 -0.570
C 3.918 -0.479 -1.350 -1.186
N 5.281 -0.123 -1.044 1.117
O 6.176 -0.848 -1.420 -0.617
O 5.409 0.889 -0.382 -0.634
C 1.142 -2.022 -3.121 -0.734
H 2.830 -8.046 -4.577 0.412
H 2.366 -7.336 -3.029 0.297
H 4.075 -7.658 -3.387 0.354
H 2.320 -5.592 -4.859 0.325
H 4.042 -5.917 -5.192 0.423
H 2.958 -2.979 -4.537 0.421
H 4.648 -3.383 -4.850 0.608
H 5.094 -1.480 -3.637 0.442
H 5.091 -2.685 -2.387 0.650
H 2.816 0.662 0.146 0.895
H 1.305 -3.094 -3.161 0.340
H 1.142 -1.604 -4.130 0.368
H 0.168 -1.844 -2.675 -0.813
C 2.874 -6.715 0.662 -0.626
C 3.332 -6.027 1.933 -0.751
N 2.814 -4.648 2.059 0.017
C 1.946 -4.112 2.888 0.623
S 1.957 -2.376 3.093 -0.469
N 1.006 -4.783 3.582 -0.118
C 0.729 -6.237 3.583 -0.344
C -0.683 -6.497 4.080 -1.343
H 3.339 -7.699 0.601 0.404
H 3.156 -6.143 -0.220 0.008
H 1.791 -6.847 0.643 0.273
H 4.417 -5.923 1.935 0.412
H 3.070 -6.584 2.826 0.340
H 3.299 -3.971 1.486 0.135
H 0.792 -4.338 4.467 0.325
H 1.448 -6.743 4.227 0.370
H 0.846 -6.605 2.568 0.155
H -0.837 -6.071 5.073 0.389
H -0.842 -7.571 4.157 0.434
H -1.427 -6.083 3.405 0.254
```

Molecular weight ... 1158.773 g/mol
Energy relative to the best compared isomer or geometry (same formula, charge and spin) ... 0.760 eV
Kohn-Sham gap ... 7.565 eV
Charge ... +3

---

# 3
# C32H75N10O11

A 11-piece molecular cluster, C32H75N10O11 overall at a distorted geometry (ωB97M-V/def2-TZVPD, the OMol25 dataset).

Geometry as XYZ:
```
128
Properties=species:S:1:pos:R:3:mulliken_charge:R:1
C -13.901 -8.806 15.041 0.598
C -14.425 -7.471 15.617 0.748
O -13.997 -6.263 15.030 0.071
H -12.813 -8.792 14.991 -0.006
H -14.131 -8.948 13.985 -0.336
H -14.268 -9.646 15.631 -0.447
H -13.981 -7.471 16.613 -0.440
H -15.503 -7.590 15.735 0.101
C -15.177 -3.465 16.854 0.696
O -15.174 -2.395 16.258 -0.665
N -15.954 -3.761 17.903 0.203
C -16.205 -5.164 18.348 -0.481
C -16.861 -2.827 18.531 -1.156
H -14.571 -4.349 16.602 -0.110
H -15.406 -5.840 18.044 -0.479
H -17.120 -5.513 17.870 0.493
H -16.191 -5.217 19.437 0.387
H -16.744 -1.826 18.117 0.355
H -17.881 -3.183 18.386 0.356
H -16.619 -2.772 19.592 0.333
C -15.611 -3.665 13.114 0.190
O -15.204 -2.565 13.047 -0.576
N -16.879 -3.905 13.426 0.190
C -17.349 -5.250 13.635 -0.432
C -17.834 -2.842 13.690 -1.012
H -14.974 -4.554 12.993 0.286
H -16.671 -5.949 13.144 -0.275
H -18.333 -5.390 13.188 0.385
H -17.448 -5.561 14.675 0.239
H -18.031 -2.769 14.759 0.301
H -17.474 -1.850 13.415 0.340
H -18.854 -3.012 13.345 0.333
C -12.084 -3.226 15.236 0.299
O -12.687 -2.206 14.917 -0.607
N -11.159 -3.908 14.567 0.121
C -10.456 -3.339 13.428 -1.041
C -10.770 -5.335 14.812 0.636
H -12.448 -3.826 16.083 0.147
H -9.463 -3.000 13.722 0.313
H -10.919 -2.428 13.050 0.342
H -10.395 -4.124 12.674 0.313
H -11.064 -5.818 13.880 -0.363
H -9.708 -5.370 15.055 0.411
H -11.284 -5.809 15.648 -0.342
C -17.418 -12.929 14.182 0.728
O -18.171 -13.810 13.739 -0.659
N -16.705 -13.147 15.340 0.246
C -15.807 -12.130 15.885 -0.976
C -16.578 -14.399 16.085 -1.055
H -17.214 -12.001 13.626 -0.134
H -15.936 -12.068 16.965 0.100
H -15.983 -11.116 15.527 -0.071
H -14.776 -12.350 15.609 0.713
H -17.185 -15.169 15.608 0.386
H -15.540 -14.722 16.156 0.334
H -17.060 -14.478 17.059 0.289
C -17.617 -8.830 12.950 0.809
O -18.625 -8.369 13.488 -0.670
N -17.648 -9.906 12.076 0.206
C -16.497 -10.377 11.314 -0.815
C -18.925 -10.540 11.732 -1.071
H -16.589 -8.438 12.919 -0.241
H -15.546 -9.986 11.677 -0.042
H -16.661 -10.193 10.252 0.407
H -16.392 -11.459 11.402 0.413
H -19.299 -10.372 10.722 0.331
H -18.735 -11.596 11.926 0.391
H -19.769 -10.238 12.353 0.264
C -17.822 -9.088 17.112 0.280
O -18.709 -9.413 16.323 -0.660
N -17.440 -9.771 18.181 0.195
C -16.300 -9.418 18.944 -0.290
C -18.142 -11.044 18.593 -1.039
H -17.258 -8.155 16.958 0.215
H -16.442 -9.607 20.008 0.274
H -16.049 -8.366 18.812 -0.136
H -15.514 -10.096 18.613 0.093
H -18.502 -10.910 19.613 0.369
H -18.927 -11.448 17.954 0.329
H -17.445 -11.877 18.676 0.357
C -11.920 -11.630 20.224 0.035
O -12.936 -11.377 20.858 -0.555
N -11.686 -11.224 18.931 0.295
C -12.603 -10.478 18.062 -0.442
C -10.397 -11.639 18.295 -1.149
H -10.997 -12.072 20.630 0.299
H -13.036 -11.032 17.229 0.573
H -12.039 -9.597 17.755 0.256
H -13.492 -10.144 18.597 -0.366
H -9.974 -10.734 17.860 0.286
H -9.576 -11.965 18.934 0.487
H -10.532 -12.337 17.468 0.338
C -12.295 -5.611 18.521 0.281
O -12.209 -4.396 18.335 -0.618
N -12.774 -6.141 19.720 0.261
C -12.858 -7.555 20.042 -0.517
C -13.122 -5.336 20.879 -1.094
H -12.064 -6.364 17.752 0.199
H -12.082 -7.774 20.775 0.462
H -12.702 -8.158 19.148 -0.391
H -13.785 -7.891 20.507 0.377
H -12.954 -4.269 20.735 0.317
H -14.189 -5.435 21.079 0.309
H -12.538 -5.706 21.722 0.346
C -9.057 -12.582 13.864 0.113
O -8.509 -12.804 14.970 -0.593
N -10.078 -11.679 13.771 0.178
C -10.860 -11.765 12.577 -0.396
C -10.708 -10.942 14.852 -0.584
H -8.886 -13.221 12.983 0.270
H -11.321 -10.810 12.326 -0.265
H -11.664 -12.435 12.881 0.421
H -10.455 -12.317 11.729 0.335
H -11.643 -11.425 15.137 0.244
H -10.172 -10.899 15.801 0.129
H -10.893 -9.937 14.472 0.200
C -14.404 -7.509 11.582 0.456
O -15.491 -7.456 11.043 -0.585
N -13.219 -8.083 11.298 0.268
C -11.895 -7.747 11.911 -0.462
C -13.164 -9.076 10.266 -1.117
H -14.256 -6.938 12.512 -0.075
H -11.279 -7.418 11.074 0.527
H -11.368 -8.636 12.258 -0.048
H -11.978 -6.922 12.618 -0.277
H -12.455 -8.839 9.473 0.378
H -12.822 -9.960 10.805 0.286
H -14.102 -9.366 9.793 0.318
```

2S+1 ... 2
Molecular weight ... 776.011 g/mol
Energy relative to the best compared isomer or geometry (same formula, charge and spin) ... 0.000 eV
Kohn-Sham gap (alpha / beta) ... 7.975 / 5.775 eV
Charge ... 0